# C14H10NO3PPb

A structure of composition C14H10NO3PPb in a non-equilibrium geometry (ωB97M-V/def2-TZVPD, the Open Molecules 2025 dataset).

The total charge is +2. Its spin multiplicity is 1. Its HOMO-LUMO gap is 5.69 eV.

Cartesian coordinates (Å):
N1 -3.307 -1.482 3.097
P1 -3.757 0.010 2.402
O1 -4.649 -0.463 1.135
C1 -2.150 0.517 1.598
C2 -1.211 1.278 2.300
C3 -0.015 1.705 1.729
C4 0.273 1.384 0.395
C5 -0.676 0.629 -0.330
C6 -1.865 0.189 0.250
C7 -0.319 0.264 -1.761
O2 -1.106 0.270 -2.645
C8 1.113 -0.120 -1.877
C9 1.538 -1.190 -2.679
C10 2.901 -1.469 -2.766
C11 3.844 -0.691 -2.093
C12 3.432 0.371 -1.283
C13 2.073 0.647 -1.162
C14 1.567 1.748 -0.286
O3 2.118 2.778 -0.087
H1 -2.402 -1.835 2.808
H2 -3.331 -1.443 4.111
H3 -4.391 -1.351 0.841
H4 -1.408 1.559 3.327
H5 0.706 2.289 2.286
H6 -2.565 -0.375 -0.353
H7 0.804 -1.773 -3.218
H8 3.270 -2.288 -3.365
H9 4.895 -0.905 -2.195
H10 4.132 0.999 -0.751
Pb1 0.484 -1.249 0.575